Entry 1:
Formula: C20H45NO9S2
Source: OMol25
Level of theory: ωB97M-V with the def2-TZVPD basis set

Summary:
highest occupied orbital energy	-9.427	eV
gap between HOMO and LUMO	10.0	eV
LUMO energy	0.56	eV
largest force on an atom	9.6	eV/Å
SMILES string	COCCCCCCCCCCCCNC(=O)O.CCOS(C)(=O)=O.CCOS(C)(=O)=O
calculated total energy	-2317.24520	a.u.

XYZ file:
```
77
Properties=species:S:1:pos:R:3:lowdin_charge:R:1
C -7.79766 -0.07315 2.10869 -0.1263
O -6.85063 -1.06702 2.28069 -0.1656
C -5.99501 -1.24450 1.17199 -0.2187
C -5.84662 -2.71563 0.91192 -0.1682
C -4.62681 -3.35598 1.51464 -0.2123
C -3.31179 -2.76724 1.06449 -0.2022
C -2.18860 -3.61261 1.64785 -0.1996
C -0.94810 -3.75931 0.78619 -0.1903
C 0.24116 -2.95688 1.31819 -0.2006
C 1.17655 -2.57636 0.17634 -0.2121
C 2.61657 -2.56696 0.59665 -0.1996
C 2.94243 -1.68009 1.78085 -0.1952
C 3.52116 -0.33243 1.44951 -0.1790
C 2.65018 0.58378 0.64530 -0.1658
N 2.07410 1.69101 1.45775 0.0823
C 1.01069 2.22347 0.76744 -0.7145
O 1.13481 2.91719 -0.09544 0.2093
O -0.20580 1.86274 1.22254 0.1198
H -8.32194 -0.15569 1.17146 0.0831
H -8.51655 -0.12810 2.88330 0.0761
H -7.36805 0.90650 2.13979 0.0825
H -6.43356 -0.79350 0.31414 0.1070
H -5.05648 -0.76642 1.32952 0.1092
H -5.90282 -2.94631 -0.12405 0.1074
H -6.68771 -3.17428 1.37133 0.1091
H -4.65990 -3.31062 2.58026 0.1202
H -4.60834 -4.36893 1.19410 0.1032
H -3.22476 -1.78186 1.44352 0.0931
H -3.26655 -2.74033 0.00060 0.1117
H -1.93750 -3.21707 2.60811 0.1079
H -2.58674 -4.58656 1.79981 0.0934
H -0.62909 -4.77059 0.81802 0.1025
H -1.12375 -3.49305 -0.22242 0.0954
H 0.77533 -3.58806 1.98988 0.1105
H -0.14108 -2.10040 1.81111 0.0928
H 0.83132 -1.65367 -0.24515 0.0957
H 1.05354 -3.30432 -0.58813 0.1005
H 2.85233 -3.56388 0.88459 0.1042
H 3.26284 -2.34317 -0.22240 0.1071
H 3.70225 -2.18399 2.33077 0.1053
H 2.11936 -1.62116 2.44952 0.0973
H 4.46406 -0.42069 0.96829 0.0838
H 3.69639 0.15913 2.38009 0.1124
H 1.84761 0.07685 0.14052 0.1011
H 3.24304 1.02470 -0.11251 0.0975
H 1.72607 1.31286 2.32619 0.1204
H -0.22606 0.90557 1.33256 0.1098
C 9.70325 1.75915 -0.87649 -0.0721
C 8.41709 2.54729 -1.02666 -0.2455
O 7.47620 1.90190 -1.91349 -0.2589
S 6.65940 0.66971 -1.35079 0.5555
C 5.46766 0.58915 -2.64043 -0.1161
O 6.02095 1.06094 -0.13472 -0.2723
O 7.47616 -0.49656 -1.39490 -0.2655
H 9.53357 0.82228 -0.34849 0.0716
H 10.43430 2.33947 -0.31425 0.0815
H 10.11833 1.51336 -1.85305 0.0846
H 7.94783 2.73246 -0.06007 0.1145
H 8.62402 3.51470 -1.47728 0.1212
H 4.87375 1.49856 -2.62760 0.0776
H 4.84032 -0.27776 -2.44534 0.0733
H 5.98560 0.47269 -3.58774 0.0758
C -1.28351 3.58365 -1.76049 -0.0753
C -2.49400 4.48805 -1.78530 -0.2368
O -3.54828 3.98016 -2.63890 -0.2633
S -4.43391 2.79791 -2.09026 0.5434
C -5.70376 2.90560 -3.30319 -0.1229
O -4.95510 3.16603 -0.81438 -0.2743
O -3.73458 1.56604 -2.25722 -0.2749
H -1.50762 2.64024 -1.26806 0.0662
H -0.46896 4.05451 -1.22667 0.0624
H -0.95862 3.35543 -2.77645 0.0902
H -2.88077 4.66024 -0.78050 0.1161
H -2.22883 5.45761 -2.20008 0.1204
H -6.20728 3.86186 -3.19952 0.0736
H -6.39727 2.08915 -3.11891 0.0744
H -5.25585 2.80320 -4.28719 0.0740
```

Entry 2:
Formula: C5H10O2
Source: OMol25
Level of theory: ωB97M-V with the def2-TZVPD basis set

Summary:
highest occupied orbital energy	-8.801	eV
gap between HOMO and LUMO	9.3	eV
LUMO energy	0.53	eV
largest force on an atom	0.9	eV/Å
relative energy (zero: lowest compared OMol25 entry of this formula, charge and spin)	3.573	eV
SMILES string	CO/C=C(/C)C=O.[H][H]
calculated total energy	-346.89415	a.u.

XYZ file:
```
17
Properties=species:S:1:pos:R:3:lowdin_charge:R:1
C 2.54739 -0.33262 0.60665 -0.0703
O 1.33653 0.40762 0.53866 -0.1288
C 0.18318 -0.26023 0.41051 -0.2186
C -0.98160 0.32814 0.07991 -0.2862
C -2.27515 -0.42896 0.21578 -0.0493
C -1.00648 1.70616 -0.43386 -0.2343
O -2.02552 2.33842 -0.63745 0.0312
H 2.42095 -1.27280 1.15828 0.0942
H 3.26397 0.30229 1.13069 0.0949
H 2.92352 -0.54850 -0.39803 0.0814
H 0.23811 -1.34660 0.54703 0.1428
H -3.09539 0.20484 -0.12818 0.0747
H -2.29347 -1.36794 -0.35288 0.0821
H -2.44923 -0.66724 1.26905 0.0806
H -0.01670 2.13705 -0.68910 0.1279
H 0.95944 -0.73686 -1.70823 0.0902
H 0.27044 -0.46278 -1.60881 0.0876
```

Entry 3:
Formula: C41H106N7O9S
Source: OMol25
Level of theory: ωB97M-V with the def2-TZVPD basis set

Summary:
total charge	+6
highest occupied orbital energy (spin up / spin down)	-22.667 / -22.537	eV
spin multiplicity	2
gap between HOMO and LUMO (spin up / spin down)	11.1 / 4.4	eV
LUMO energy (spin up / spin down)	-11.53 / -18.10	eV
largest force on an atom	2.9	eV/Å
expectation value of S²	0.76
calculated total energy	-3081.77529	a.u.

XYZ file:
```
164
Properties=species:S:1:pos:R:3:mulliken_spin:R:1
S 0.84048 -0.45889 0.15134 -0.0310
O 0.21453 -1.61644 0.74525 0.0621
O 1.99250 -0.01831 0.92591 0.3956
O 1.22908 -0.93137 -1.14660 0.1006
O -0.11027 0.69362 0.08334 0.3129
C -1.69966 2.63246 -4.24833 0.0003
C -2.66073 3.12588 -3.08315 0.0003
C -1.88766 3.39422 -1.81792 -0.0019
N -2.84153 3.68766 -0.64509 -0.0001
C -3.66024 4.96239 -0.88035 0.0002
C -2.11728 3.92740 0.68983 0.0050
C -3.19073 3.54277 1.76194 0.0007
C -4.09725 2.48896 1.12868 0.0000
C -3.77886 2.50182 -0.33645 -0.0019
H -1.09883 1.77063 -3.95791 0.0000
H -0.97946 3.38631 -4.56634 0.0000
H -2.17955 2.23110 -5.14092 -0.0001
H -3.36572 2.31212 -2.91321 0.0000
H -3.23283 3.99033 -3.42011 0.0000
H -1.19804 4.21650 -2.00866 0.0000
H -1.24660 2.53148 -1.63681 -0.0032
H -4.33995 5.16120 -0.05175 0.0000
H -4.41495 4.69377 -1.61951 0.0000
H -3.12700 5.83530 -1.25690 0.0000
H -1.72847 4.93315 0.84921 0.0001
H -1.35249 3.15293 0.63160 -0.0062
H -3.70682 4.44658 2.08578 -0.0001
H -2.83571 3.05090 2.66754 0.0000
H -5.16240 2.67303 1.26894 0.0000
H -3.95525 1.50319 1.57163 -0.0005
H -4.68570 2.66111 -0.91987 0.0000
H -3.38449 1.54879 -0.68904 0.0015
C 0.95353 5.80249 -1.72141 0.0001
C 1.69490 4.56734 -2.24724 -0.0002
C 2.91662 4.05504 -1.48767 0.0014
N 3.58254 2.84202 -2.15033 0.0005
C 2.58161 1.67432 -2.14065 0.0009
C 4.24220 3.12704 -3.53463 0.0000
C 5.46151 3.94416 -3.16205 -0.0002
C 5.95860 3.37232 -1.81038 0.0000
C 4.85989 2.41164 -1.37897 -0.0005
H 1.47474 6.75191 -1.59877 0.0000
H 0.34903 5.61372 -0.83425 -0.0001
H 0.20864 6.15185 -2.43637 0.0000
H 2.05474 4.93855 -3.20683 0.0001
H 0.91414 3.85782 -2.52127 0.0002
H 2.59937 3.78885 -0.47941 -0.0022
H 3.60838 4.89683 -1.45681 -0.0002
H 1.62913 1.93301 -2.60321 0.0030
H 2.59427 1.29711 -1.11808 -0.0148
H 3.04094 0.91412 -2.77249 -0.0005
H 4.52711 2.28776 -4.16909 0.0001
H 3.46956 3.67814 -4.07074 0.0000
H 6.23499 3.75835 -3.90723 0.0000
H 5.22136 5.00579 -3.22002 0.0000
H 6.84858 2.79540 -2.06174 0.0000
H 6.49852 4.02628 -1.12559 0.0000
H 5.14554 1.43062 -1.75856 -0.0004
H 4.62833 2.38666 -0.31415 -0.0003
C -3.16450 -0.70480 6.28794 0.0000
N -2.08264 -0.84042 5.13199 -0.0003
C -0.93516 0.10538 5.33874 0.0002
C -1.53807 -2.30962 5.07794 0.0003
C -2.82185 -0.33604 3.83808 -0.0005
C -2.09921 -0.61998 2.57600 0.0111
O -1.36597 0.47892 2.27665 0.0078
H -3.87607 -1.45481 5.94264 0.0000
H -3.48816 0.33550 6.32126 0.0001
H -2.71777 -0.96909 7.24642 0.0000
H -0.18962 -0.05501 4.55992 -0.0007
H -0.61122 -0.08851 6.36128 0.0003
H -1.26299 1.14438 5.30573 0.0001
H -1.19766 -2.47849 6.09955 0.0000
H -0.70442 -2.47661 4.39585 -0.0004
H -2.45782 -2.87192 4.91681 0.0000
H -2.91244 0.72266 4.08106 -0.0004
H -3.83548 -0.73681 3.83140 0.0001
H -2.74690 -0.73494 1.70688 0.0001
H -1.61250 -1.59479 2.60722 -0.0057
H -1.04058 0.54163 1.37567 0.0061
C -1.71607 -1.55347 -6.18187 0.0000
N -1.71340 -2.22822 -4.76159 0.0000
C -2.92588 -3.18018 -4.72410 0.0002
C -0.50924 -3.14117 -4.61615 -0.0002
C -1.71106 -1.07221 -3.67853 0.0008
C -1.84642 -1.57954 -2.19405 0.0061
O -0.75896 -2.47015 -1.93115 0.0045
H -2.64550 -0.98763 -6.24586 0.0000
H -1.71988 -2.43840 -6.81825 0.0000
H -0.79713 -0.96784 -6.20813 0.0000
H -2.97687 -3.70490 -3.77007 -0.0001
H -2.70050 -3.94025 -5.47216 0.0000
H -3.81206 -2.56969 -4.89759 0.0000
H 0.40760 -2.55269 -4.65071 0.0000
H -0.35986 -3.72763 -5.52270 0.0000
H -0.54714 -3.96491 -3.90333 0.0005
H -2.50421 -0.38465 -3.97223 -0.0001
H -0.83737 -0.44675 -3.86178 -0.0004
H -2.86198 -1.94858 -2.05070 0.0005
H -1.77827 -0.72511 -1.52071 -0.0070
H -0.06414 -2.00772 -1.45682 -0.0029
C 2.37019 -4.60628 -1.80349 0.0003
N 3.48394 -4.57496 -0.71762 -0.0008
C 3.06574 -5.78028 0.25191 0.0002
C 4.89226 -4.87762 -1.35969 0.0001
C 3.50578 -3.23329 0.09723 0.0115
C 4.08133 -1.99398 -0.56639 -0.0078
O 3.46486 -1.69922 -1.80600 0.0457
H 1.37287 -4.34480 -1.44986 0.0001
H 2.32035 -5.52687 -2.38499 -0.0001
H 2.55424 -3.85586 -2.57231 0.0008
H 3.89997 -6.22916 0.79104 0.0000
H 2.59524 -6.60688 -0.28051 0.0000
H 2.24441 -5.46374 0.89480 0.0001
H 5.07656 -4.23723 -2.22227 0.0000
H 4.75538 -5.91229 -1.67405 0.0000
H 5.70923 -4.74572 -0.65028 0.0000
H 4.12535 -3.51756 0.94778 0.0011
H 2.46761 -3.03350 0.36252 -0.0121
H 5.14751 -2.13085 -0.74705 0.0051
H 3.95785 -1.08763 0.02637 0.0164
H 2.61171 -1.35761 -1.52843 0.0046
C 2.21380 5.07167 4.38463 0.0004
N 0.87829 4.28408 4.52652 0.0001
C 1.22908 3.00396 5.42083 0.0007
C -0.17449 5.13634 5.17243 0.0000
C 0.45506 3.70341 3.13195 -0.0007
C 1.41273 2.80829 2.31628 0.0076
O 1.58151 1.50902 2.80563 0.0766
H 2.07160 5.92933 3.72713 0.0001
H 2.96163 4.40995 3.94762 -0.0002
H 2.69947 5.39138 5.30659 0.0000
H 1.21773 3.25757 6.48086 0.0003
H 2.21228 2.63366 5.13049 0.0003
H 0.48845 2.23674 5.19512 -0.0010
H 0.05886 5.23947 6.23215 0.0001
H -1.19999 4.78046 5.07343 0.0000
H -0.37074 6.08343 4.66982 0.0000
H 0.28182 4.61477 2.55966 0.0005
H -0.48524 3.17319 3.28290 0.0022
H 2.36883 3.32339 2.22339 0.0044
H 1.19510 2.63217 1.26285 -0.0058
H 1.68816 0.99035 2.00488 0.0072
C -1.04070 -7.11650 0.48538 -0.0002
N -2.20579 -6.16537 0.28013 0.0000
C -2.13809 -5.66793 -1.21596 0.0006
C -3.56344 -6.88296 0.41640 0.0000
C -2.15296 -4.98033 1.24649 0.0002
C -0.81758 -4.43338 1.71365 -0.0020
O 0.09174 -4.08659 0.67179 0.0031
H -1.20657 -7.50693 1.48945 0.0000
H -0.12659 -6.56383 0.26846 0.0002
H -1.11343 -7.84967 -0.31791 0.0000
H -2.12977 -6.54992 -1.85636 -0.0001
H -1.34131 -4.93346 -1.33336 -0.0006
H -3.04156 -5.16340 -1.55845 0.0000
H -3.63515 -7.62659 -0.37731 0.0000
H -4.26362 -6.10628 0.10877 0.0000
H -3.72020 -7.22653 1.43889 0.0000
H -2.68213 -5.33658 2.13033 0.0000
H -2.83048 -4.19348 0.91491 -0.0001
H -0.25503 -5.12664 2.33898 -0.0002
H -1.08029 -3.54177 2.28297 0.0009
H 0.26903 -3.14385 0.63417 -0.0013
```

Entry 4:
Formula: C5H12O2
Source: OMol25
Level of theory: ωB97M-V with the def2-TZVPD basis set

Summary:
highest occupied orbital energy	-9.787	eV
gap between HOMO and LUMO	10.8	eV
LUMO energy	0.99	eV
largest force on an atom	0.4	eV/Å
relative energy (zero: lowest compared OMol25 entry of this formula, charge and spin)	1.109	eV
SMILES string	CO[C@@H](C)CCO
calculated total energy	-348.16407	a.u.

XYZ file:
```
19
Properties=species:S:1:pos:R:3:lowdin_charge:R:1
C -1.61099 -0.44888 1.56092 -0.0920
O -0.30179 -0.29016 1.06281 -0.1994
C -0.20630 0.37720 -0.19930 -0.4114
C -0.58632 1.84844 -0.08828 -0.0444
C 1.24268 0.19175 -0.64528 -0.1348
C 1.56853 -1.22185 -1.13219 -0.2675
O 1.07715 -2.24742 -0.29763 -0.0670
H -2.04418 0.50646 1.88399 0.0835
H -1.53910 -1.10850 2.42824 0.0941
H -2.27458 -0.90761 0.81332 0.0988
H -0.88400 -0.12519 -0.91207 0.1539
H 0.07419 2.35650 0.62250 0.0926
H -1.61998 1.98209 0.24466 0.0715
H -0.48964 2.33688 -1.06352 0.0855
H 1.87911 0.46579 0.20535 0.1291
H 1.46691 0.89651 -1.45568 0.1222
H 1.15689 -1.35712 -2.14411 0.1139
H 2.66005 -1.32247 -1.21782 0.1134
H 0.57787 -1.82527 0.41744 0.0582
```